A single C8H8Cl2O2S molecule, computed with ωB97M-V/def2-TZVPD.

Output
Kohn-Sham gap   9.128 eV
Energy relative to the best compared isomer or geometry (same formula, charge and spin)   133.5 kJ/mol
Highest occupied orbital energy   -9.33 eV
Net charge   0

Atoms and positions in Å:
C (-0.757, 2.284, -0.307)
C (-1.666, 1.664, 0.448)
C (0.076, 1.597, -1.341)
C (-1.949, 0.248, 0.159)
C (-1.199, -2.162, 0.117)
C (-1.067, -0.697, 0.417)
C (0.890, 0.594, -0.936)
C (2.434, -1.250, 0.635)
O (-0.318, -2.934, 0.409)
O (1.120, 0.977, 1.710)
S (1.981, 0.572, 0.583)
Cl (-3.476, -0.070, -0.659)
Cl (1.675, -0.451, -2.221)
H (-0.669, 3.397, -0.151)
H (-2.408, 2.274, 1.123)
H (-0.067, 1.751, -2.359)
H (-2.071, -2.316, -0.474)
H (-0.354, -0.529, 1.105)
H (3.346, -1.314, -0.118)
H (1.703, -1.985, 0.233)
H (2.777, -1.649, 1.628)

Atomic partial charges in e from the Löwdin method, atoms 1 to 4:
1 C -0.0958
2 C -0.1261
3 C -0.1457
4 C -0.6315